78
Properties=species:S:1:pos:R:3:mulliken_charge:R:1 method="wB97M-V/def2-TZVPD" charge=0 homo_ev="-5.59 / -5.46" orbital_gap_ev="5.692 / 5.500" lumo_energy_ev="0.10 / 0.04" multiplicity=1
C -1.954 1.409 2.960 -1.2785
C 0.815 -0.660 2.684 -0.2336
H 0.326 5.686 0.412 0.5011
H -0.156 -1.552 -1.570 0.5777
H 2.096 -2.274 5.387 0.4042
H 1.509 2.195 -0.384 -0.7574
H 2.637 5.662 0.439 0.4562
C 1.467 -2.095 4.525 -0.9175
H -0.995 -5.615 -2.648 0.3828
H 4.069 -1.733 -3.705 0.4671
C 1.433 3.923 0.910 0.4763
H 0.423 -3.970 4.666 0.4554
C -1.070 -4.795 -1.945 -0.5803
C 1.636 1.690 -5.612 -0.9249
C -3.237 -1.611 3.079 -0.5369
H 3.617 4.242 0.766 0.4066
N 1.739 0.135 -2.191 0.2478
H 1.426 4.094 1.994 0.2712
C 1.619 -0.931 3.795 -0.8918
H -1.251 0.811 3.532 0.3247
C -0.606 2.271 -3.594 0.4323
C 0.531 -3.038 4.125 -0.6866
H -1.007 -3.508 2.726 0.3720
H 3.811 -2.348 -1.383 0.4388
H -2.979 1.195 3.249 0.5209
H 0.052 -3.433 -3.170 0.4948
O 0.449 1.822 -2.861 -0.4323
C 0.218 4.605 0.295 -1.1933
C 1.565 2.409 0.687 0.9290
C -1.266 -2.693 -0.132 0.4762
H 0.131 4.371 -0.767 0.0505
C 3.305 -0.977 -3.580 -1.1123
C -0.568 2.640 -4.883 -0.6403
C 1.219 0.570 1.923 -0.1440
H 3.524 -0.917 -0.380 0.1145
H 3.401 -0.281 -5.607 0.4124
C 3.088 -1.572 -1.137 -0.9606
H 2.381 -0.220 4.077 0.5344
H -2.261 -5.906 -0.545 0.4111
C -1.038 1.761 -1.103 -0.4292
H -1.454 3.131 -5.265 0.3528
N 0.574 1.496 1.327 0.5277
C 2.927 -0.166 -4.639 -0.8329
H 0.448 2.950 -6.738 0.3412
H -0.718 4.320 0.770 0.0972
H -4.726 -1.808 4.607 0.4146
C -1.780 -4.960 -0.761 -0.7120
H -2.420 -1.682 3.785 0.3051
C -5.365 -1.379 1.313 -0.6583
H -2.472 -4.036 1.042 0.2769
H -6.626 -1.616 3.036 0.3922
S -1.967 2.394 -2.477 -0.3469
C 2.885 1.917 1.291 -0.6634
C 0.538 2.442 -5.784 -0.1123
C 1.954 0.816 -4.491 0.6735
H 2.209 -2.043 -0.691 0.0746
H -6.190 -1.279 0.620 0.4287
C -4.064 -1.306 0.847 -0.7584
C -2.982 -1.435 1.724 0.4835
C -0.479 -3.575 -2.237 -0.5351
H 2.736 4.376 -0.761 0.3055
C -5.609 -1.566 2.669 -0.5109
C -4.544 -1.676 3.548 -0.6695
C 1.383 0.877 -3.210 0.3106
H -3.880 -1.142 -0.210 0.4098
H 3.682 1.764 0.567 0.2944
C -0.585 -2.523 -1.337 -0.6148
C -0.272 -2.775 3.030 0.0381
Sn -1.802 1.761 0.775 1.4952
H 2.348 1.646 -6.428 0.3001
H 3.235 2.573 2.092 0.3907
C -0.177 -1.580 2.317 0.6811
O 2.566 0.651 1.885 -0.3547
P -1.336 -1.227 0.943 0.7819
I -1.639 3.417 3.704 -0.0067
C 2.702 -0.787 -2.351 0.7414
C -1.885 -3.912 0.140 -0.2632
C 2.685 4.580 0.312 -1.5161



83
Properties=species:S:1:pos:R:3:mulliken_charge:R:1 method="wB97M-V/def2-TZVPD" charge=-2 homo_ev=-3.01 orbital_gap_ev=6.561 lumo_energy_ev=3.55 multiplicity=1
C 4.394 -0.084 3.021 -0.4248
H -5.552 1.839 -0.118 0.2691
H 3.483 1.307 -0.951 0.4726
O 5.365 -3.507 3.763 -0.7379
H -3.860 -1.280 -2.888 0.4794
H -6.799 2.310 4.920 0.3622
C -2.028 -5.789 -1.303 -0.6767
C -2.913 2.544 2.294 -0.0182
C -3.685 2.585 3.600 0.3472
C -3.402 2.070 -3.492 -0.6069
H -2.887 -6.420 -1.109 0.3770
H -4.435 2.381 -3.568 0.3376
C 3.238 -2.105 2.559 -0.3218
C -5.065 2.412 3.663 -0.0258
C -1.499 -2.101 -5.837 -0.7063
C -3.682 -1.470 -5.044 -0.7392
C -2.192 -4.418 -1.419 -0.5308
C -3.635 2.833 6.001 -0.6103
C -2.823 -1.760 -6.093 -0.4237
H 4.632 -0.953 -0.264 0.3472
C 0.344 -5.541 -1.634 -0.7293
H -3.071 2.990 6.913 0.3656
H -0.001 -2.399 -4.318 0.3350
H -5.533 2.962 -1.478 0.2634
C 0.191 -4.165 -1.745 0.3322
O -2.488 -1.505 -0.956 -0.7460
H 5.026 0.280 -2.934 0.3674
H -0.824 -2.317 -6.657 0.4071
C -2.635 1.903 -4.632 -0.3851
H 2.164 1.700 -2.076 0.4793
O 0.101 -2.335 1.997 -0.7309
C -1.080 -3.626 -1.655 0.0275
H 3.635 -2.402 -0.069 0.1806
C 4.265 -0.249 -3.511 -1.4078
C -3.639 2.023 -1.007 0.5413
H -5.602 2.244 2.740 0.3537
C 4.130 -1.762 -0.795 -1.2396
H 1.335 -5.975 -1.684 0.4256
H -5.479 1.222 -1.789 0.3242
H 5.244 0.434 3.445 0.4313
H -3.160 -3.947 -1.305 0.4653
H -3.067 2.073 -5.611 0.3988
N -3.709 2.320 1.229 -0.5087
O 6.424 -1.569 4.234 -0.7542
O 0.995 -1.836 0.003 0.1275
H 4.735 -1.092 -4.022 0.3477
C -5.724 2.450 4.883 -0.6797
H 3.859 0.428 -4.264 0.3420
C -2.835 1.840 -2.233 0.4360
H 3.370 1.676 2.327 0.3633
Sb 2.698 -0.957 -2.163 0.7066
H -1.906 2.920 4.707 0.4517
C 2.500 0.998 -1.311 -1.3272
C -1.911 -1.877 -3.490 0.0805
C -1.036 -2.155 -4.533 -0.3873
C 2.261 -1.348 1.927 0.6595
H 3.164 -3.183 2.625 0.5295
H -4.708 -1.189 -5.245 0.4098
C 5.496 -2.267 3.773 0.4481
C 1.024 -1.935 1.267 -0.5983
C -3.225 -1.523 -3.732 -0.2750
C -5.141 2.008 -1.109 -1.2774
H -0.635 -7.420 -1.312 0.3524
C -2.978 2.796 4.779 -0.4766
H 4.868 -2.336 -1.357 0.5235
C -0.762 -6.350 -1.417 -0.4506
O -1.682 2.701 2.340 -0.7389
N -2.991 2.190 0.087 0.0085
C 3.359 0.592 2.399 -0.5854
H -0.678 1.341 -5.358 0.4363
C -0.836 1.291 -3.215 -0.0343
H -3.180 -1.712 -7.115 0.3610
H -5.527 2.686 7.010 0.3527
S -1.299 -1.848 -1.792 1.2199
H 1.818 0.995 -0.467 0.2072
N 2.309 -0.015 1.842 0.0426
C -5.012 2.661 6.057 -0.2666
H 0.183 0.947 -3.066 0.2283
H 1.045 -3.509 -1.851 0.0597
N -1.558 1.443 -2.113 0.1751
C -1.316 1.507 -4.500 -0.8929
C 4.346 -1.472 3.103 0.1058
Rb -0.932 0.287 0.867 0.6486



84
Properties=species:S:1:pos:R:3:mulliken_charge:R:1 method="wB97M-V/def2-TZVPD" charge=-1 homo_ev=-2.28 orbital_gap_ev=4.258 lumo_energy_ev=1.98 multiplicity=1
H -1.864 -1.407 7.063 0.3971
H -4.534 -2.371 -1.791 0.4299
H -1.975 2.922 -1.664 0.6732
H -3.873 1.796 -2.419 0.2644
H -6.462 -3.285 -0.528 0.4045
C -2.283 1.993 1.010 -0.1072
C -2.883 -0.080 1.935 3.4560
C -3.722 -1.335 -0.107 -0.2502
C -1.624 -1.454 -4.504 -0.3508
H 4.534 2.603 0.239 0.4423
H 2.440 -2.689 -0.842 0.2350
C 2.168 -2.129 2.918 -0.9638
N -0.661 1.575 -2.463 -0.0436
N -3.259 1.289 1.705 -0.1713
H 4.990 -1.825 0.325 0.1977
C -4.938 -1.550 1.947 -0.2083
C -2.080 -1.135 6.037 -0.3612
H 5.529 -0.960 -3.006 0.3452
C -2.685 0.517 4.395 -0.3149
C -2.296 -1.748 3.721 0.0499
O 2.538 -0.314 0.899 -0.7634
C 4.783 1.806 -0.448 0.1116
H -2.238 -2.488 2.934 0.4961
H -1.751 -3.114 5.277 0.3822
C 4.164 6.384 0.364 -0.5254
C 5.964 1.153 -0.360 -0.8961
C -2.019 -2.094 5.032 -0.9797
C 4.752 6.346 -0.864 -0.4501
H 1.090 -1.963 2.856 0.0321
N -2.988 1.356 -2.595 0.1804
C -3.851 -1.035 1.246 -0.2975
C 4.603 -2.052 1.322 -1.0880
H -0.651 -1.877 -4.715 0.4766
C 6.281 0.157 -1.361 -0.2768
H -4.106 1.715 2.033 0.2727
S 3.061 5.090 0.561 -0.0842
H 4.615 5.061 -2.662 0.3976
O -0.798 -1.068 1.118 -0.8458
C -2.638 -0.437 3.390 -0.8288
C -2.412 0.171 5.713 -0.9513
C -1.675 -0.316 -3.704 0.9384
C -4.096 -0.336 -3.929 -0.8458
C -2.939 0.232 -3.422 -0.0584
C 5.339 -0.206 -2.250 -1.0980
H 6.664 1.410 0.422 0.4005
C -1.500 -0.049 1.215 -0.1350
P 2.832 -1.720 1.295 1.4178
C -5.877 -2.351 1.314 -0.8678
C 2.924 -0.170 -2.800 -0.8251
C 4.279 5.263 -1.653 -0.2875
O -2.407 3.166 0.697 -0.7685
N 3.855 1.536 -1.407 -0.1224
C 2.107 -2.929 0.171 -0.9730
H 5.484 7.069 -1.197 0.3435
Te 2.222 2.782 -1.778 0.3986
H 3.040 -1.028 -3.457 0.2251
N 0.668 -0.213 -3.209 -1.0557
N 1.684 0.388 -2.597 0.8378
C -2.782 -2.030 -5.008 -0.7053
H 4.319 7.103 1.154 0.3735
C -1.834 2.008 -2.228 -0.9503
H -5.042 -1.329 3.003 0.4446
C -4.021 -1.473 -4.727 -0.5079
C -5.735 -2.653 -0.033 -0.5839
H 7.270 -0.285 -1.389 0.3648
H -2.716 -2.918 -5.625 0.3882
C 4.006 0.366 -2.195 0.7828
C 3.352 4.479 -1.027 -0.1639
H 4.822 -3.086 1.590 0.3816
H 2.587 -1.447 3.658 0.3387
N -1.222 1.153 0.735 -0.5059
H -2.884 -0.944 -0.673 0.3964
H 1.022 -2.818 0.226 0.1560
C -4.656 -2.143 -0.741 -0.6596
H -2.451 0.928 6.487 0.4209
H -4.929 -1.916 -5.118 0.4074
C -0.503 0.342 -3.121 -0.4139
H 2.373 -3.162 3.201 0.3692
H -6.716 -2.743 1.875 0.3845
H -2.916 1.546 4.150 0.4122
H 5.073 -1.372 2.032 0.3520
Na 0.723 0.188 -0.386 0.7134
H -5.057 0.103 -3.686 0.3574
H 2.391 -3.950 0.427 0.4363



Energy above the lowest of the compared OMol25 structures with the same formula, charge and spin values (in eV) by entry order: 7.049; 0.721; 0.622.
Maximum force values (in eV/A) by entry order: 1.1; 0.2; 0.5.
Electronic energy values (in hartree) by entry order: -2903.5316; -2725.3299; -3171.3020.